Entry 1:
{
  "formula": "C32H50IrN11O2S3",
  "method": "wB97M-V/def2-TZVPD",
  "multiplicity": 2,
  "lumo_ev": [-2.0, -4.8],
  "charge": 1,
  "e_tot_ev": -89824.1589,
  "max_force_ev_per_a": 0.31,
  "de_lowest_ev": 0.0000,
  "homo_lumo_gap_ev": [8.261, 5.381],
  "species": ["Ir", "N", "C", "C", "C", "C", "N", "C", "N", "N", "C", "O", "O", "H", "H", "H", "H", "H", "H", "H", "H", "H", "H", "H", "H", "H", "H", "S", "C", "N", "C", "C", "C", "C", "C", "C", "C", "C", "C", "C", "H", "H", "H", "H", "H", "H", "H", "H", "H", "H", "H", "H", "S", "C", "N", "C", "C", "C", "C", "C", "C", "H", "H", "H", "H", "H", "C", "C", "C", "C", "N", "N", "H", "H", "H", "H", "H", "H", "H", "H", "H", "H", "H", "H", "C", "C", "C", "N", "N", "C", "N", "S", "H", "H", "H", "H", "H", "H", "H"],
  "positions_angstrom": [[-0.510, 0.127, 0.297], [1.552, -0.314, 0.202], [2.328, 0.909, 0.536], [3.764, 0.922, 0.013], [3.995, 0.759, -1.503], [4.257, 2.039, -2.293], [3.097, 2.924, -2.309], [1.969, 2.594, -2.930], [0.829, 3.198, -2.591], [1.954, 1.641, -3.869], [1.508, 2.163, 0.234], [2.061, 3.262, 0.171], [0.248, 2.008, 0.067], [1.815, -1.078, 0.827], [1.773, -0.639, -0.738], [2.399, 0.925, 1.625], [4.289, 0.108, 0.517], [4.218, 1.847, 0.373], [3.157, 0.237, -1.980], [4.862, 0.111, -1.641], [4.548, 1.802, -3.319], [5.090, 2.601, -1.873], [2.948, 3.448, -1.450], [0.806, 3.636, -1.674], [-0.029, 2.760, -2.882], [2.809, 1.348, -4.309], [1.088, 1.414, -4.331], [-2.729, -3.950, -0.377], [-1.859, -2.660, 0.045], [-1.180, -1.751, 0.339], [-1.182, -1.705, 3.582], [0.004, -0.762, 3.361], [0.261, -0.083, 4.722], [-0.303, 0.389, 2.358], [1.243, -1.549, 2.932], [2.531, -1.062, 3.177], [3.662, -1.729, 2.721], [3.536, -2.918, 2.015], [2.268, -3.438, 1.800], [1.140, -2.766, 2.253], [-2.021, -1.142, 3.979], [-0.908, -2.473, 4.310], [-1.526, -2.191, 2.675], [-0.660, 0.388, 5.069], [1.022, 0.696, 4.671], [0.569, -0.819, 5.467], [0.498, 1.130, 2.471], [2.662, -0.147, 3.740], [4.644, -1.324, 2.934], [4.412, -3.445, 1.660], [2.151, -4.376, 1.273], [0.167, -3.195, 2.058], [1.034, -5.182, -1.318], [0.616, -3.601, -1.853], [1.581, -2.772, -2.078], [2.801, -3.400, -1.840], [4.061, -2.827, -2.015], [5.182, -3.566, -1.705], [5.069, -4.879, -1.231], [3.834, -5.475, -1.082], [2.702, -4.726, -1.400], [-0.432, -3.368, -1.982], [4.140, -1.825, -2.412], [6.166, -3.135, -1.841], [5.963, -5.440, -0.995], [3.748, -6.496, -0.736], [-0.711, -1.021, -4.853], [-1.661, -0.046, -4.166], [-2.933, -0.770, -3.713], [-2.032, 1.083, -5.122], [-0.968, 0.613, -3.030], [-0.536, -0.308, -2.018], [-1.177, -1.413, -5.757], [-0.460, -1.874, -4.219], [0.220, -0.524, -5.138], [-3.425, -1.245, -4.562], [-3.635, -0.064, -3.265], [-2.739, -1.561, -2.983], [-2.625, 0.705, -5.954], [-1.136, 1.557, -5.530], [-2.624, 1.847, -4.612], [-1.649, 1.191, -2.540], [0.353, -0.714, -2.309], [-1.176, -1.102, -1.965], [-5.532, 2.702, -2.477], [-4.281, 3.206, -1.751], [-3.794, 2.251, -0.715], [-2.636, 1.668, -0.789], [-2.368, 0.834, 0.243], [-3.430, 0.712, 1.135], [-3.436, -0.121, 2.094], [-4.731, 1.814, 0.660], [-5.828, 3.414, -3.245], [-6.367, 2.587, -1.787], [-5.353, 1.738, -2.952], [-4.499, 4.162, -1.268], [-3.461, 3.375, -2.450], [-1.203, 0.888, 2.721], [-4.300, -0.090, 2.630]],
  "mulliken_charge": [4.064, 0.893, 1.385, -1.445, 0.409, -2.223, -0.027, 0.537, -0.385, -0.184, -0.026, -0.858, -0.956, -0.903, -0.453, -0.341, 0.502, 0.540, -0.285, 0.742, 0.402, 0.467, 0.491, 0.367, 0.145, 0.250, 0.029, -0.302, 0.523, -1.312, -2.016, 2.424, -1.893, -2.596, -0.367, 0.269, -1.204, -0.447, -1.092, 0.316, 0.446, 0.452, 0.251, 0.438, 0.408, 0.423, 0.822, 0.406, 0.440, 0.499, 0.727, 0.456, -0.153, -0.261, -0.053, -0.396, -0.432, -0.714, -0.615, -0.355, 0.708, 0.278, 0.554, 0.415, 0.415, 0.451, -1.476, 1.276, -1.193, -1.658, 0.442, -0.330, 0.511, 0.210, 0.275, 0.507, 0.036, 0.245, 0.442, 0.331, 0.265, 0.020, -0.078, -0.255, -1.146, -0.374, 0.030, -0.428, 0.051, 0.191, -0.319, -0.162, 0.364, 0.441, 0.242, 0.375, 0.134, 0.744, 0.236]
}

Entry 2:
{
  "formula": "C32H50N4P",
  "method": "wB97M-V/def2-TZVPD",
  "multiplicity": 1,
  "lumo_ev": -4.2,
  "charge": 1,
  "e_tot_ev": -49238.0942,
  "max_force_ev_per_a": 2.77,
  "de_lowest_ev": 0.0000,
  "homo_lumo_gap_ev": 5.284,
  "species": ["C", "C", "C", "N", "C", "C", "C", "C", "C", "C", "C", "C", "C", "N", "C", "C", "C", "C", "C", "C", "C", "C", "C", "H", "H", "H", "H", "H", "H", "H", "H", "H", "H", "H", "H", "H", "H", "H", "H", "H", "H", "H", "H", "H", "H", "H", "H", "H", "C", "C", "C", "C", "N", "C", "C", "C", "N", "C", "C", "C", "C", "P", "H", "H", "H", "H", "H", "H", "H", "H", "H", "H", "H", "H", "H", "H", "H", "H", "H", "H", "H", "H", "H", "H", "H", "H", "H"],
  "positions_angstrom": [[-6.266, -3.822, 10.395], [-6.783, -2.740, 9.436], [-5.774, -1.585, 9.505], [-4.622, -2.104, 10.212], [-3.461, -1.408, 10.333], [-3.393, -0.024, 9.992], [-2.208, 0.672, 10.116], [-1.000, 0.029, 10.529], [0.234, 0.714, 10.729], [1.481, 0.057, 10.496], [1.661, -0.816, 9.376], [2.857, -1.469, 9.149], [3.894, -1.417, 10.122], [5.074, -2.070, 9.912], [6.042, -2.315, 10.963], [7.160, -3.136, 10.310], [6.975, -2.971, 8.796], [5.539, -2.470, 8.591], [3.701, -0.602, 11.277], [2.580, 0.196, 11.396], [-1.080, -1.377, 10.807], [-2.275, -2.058, 10.779], [-4.807, -3.458, 10.704], [-6.843, -3.817, 11.322], [-6.337, -4.823, 9.965], [-6.818, -3.126, 8.412], [-7.784, -2.393, 9.701], [-5.502, -1.232, 8.498], [-6.193, -0.722, 10.043], [-4.301, 0.489, 9.650], [-2.186, 1.727, 9.847], [0.248, 1.677, 11.234], [0.833, -0.965, 8.681], [3.006, -2.050, 8.236], [6.435, -1.365, 11.361], [5.579, -2.852, 11.803], [8.137, -2.789, 10.649], [7.059, -4.187, 10.594], [7.664, -2.212, 8.408], [7.156, -3.897, 8.243], [4.901, -3.267, 8.181], [5.506, -1.627, 7.879], [4.490, -0.560, 12.036], [2.482, 0.880, 12.240], [-0.176, -1.913, 11.089], [-2.305, -3.111, 11.060], [-4.595, -3.522, 11.783], [-4.121, -4.163, 10.206], [-4.541, 5.596, 8.930], [-3.027, 5.714, 9.016], [-2.415, 5.683, 7.618], [-2.660, 7.049, 9.664], [-2.508, 4.548, 9.780], [-3.118, 4.231, 11.099], [-2.599, 5.096, 12.239], [-1.080, 5.136, 12.375], [-0.345, 5.158, 11.103], [1.082, 5.581, 11.136], [1.111, 7.107, 11.222], [1.787, 5.119, 9.859], [1.770, 5.009, 12.368], [-0.872, 4.305, 9.783], [-0.518, 2.862, 10.080], [-5.028, 5.806, 9.889], [-4.907, 6.338, 8.209], [-4.835, 4.598, 8.583], [-1.331, 5.865, 7.631], [-2.599, 4.717, 7.129], [-2.877, 6.475, 7.016], [-1.576, 7.151, 9.799], [-2.997, 7.861, 9.006], [-3.162, 7.185, 10.626], [-4.199, 4.365, 10.999], [-2.926, 3.164, 11.303], [-2.974, 6.118, 12.119], [-3.031, 4.720, 13.174], [-0.797, 6.028, 12.951], [-0.757, 4.268, 12.974], [0.591, 7.459, 12.122], [2.155, 7.448, 11.263], [0.631, 7.555, 10.341], [1.788, 4.024, 9.776], [1.333, 5.551, 8.955], [2.832, 5.449, 9.884], [1.664, 3.918, 12.414], [2.841, 5.246, 12.319], [1.374, 5.453, 13.293]],
  "mulliken_charge": [-0.634, -0.636, -0.653, 0.077, 1.399, -0.540, -0.532, 0.266, -1.035, 0.611, -0.308, -0.787, 1.336, 0.117, -0.688, -0.633, -0.607, -0.626, -0.820, -0.741, -0.933, -0.877, -0.699, 0.290, 0.319, 0.295, 0.318, 0.363, 0.316, 0.415, 0.225, 0.923, 0.511, 0.309, 0.331, 0.349, 0.322, 0.301, 0.294, 0.321, 0.303, 0.330, 0.336, 0.416, 0.430, 0.373, 0.342, 0.337, -2.032, 1.730, -1.658, -1.310, 0.207, -0.740, -0.712, -0.774, 1.185, 1.161, -1.612, -1.843, -1.546, -0.171, -0.502, 0.412, 0.476, 0.334, 0.341, 0.359, 0.473, 0.084, 0.555, 0.243, 0.357, 0.249, 0.203, 0.461, 0.306, 0.322, 0.298, 0.490, 0.320, 0.356, 0.365, 0.494, 0.174, 0.464, 0.350]
}

Entry 3:
{
  "formula": "C32H50N7OP2Sn",
  "method": "wB97M-V/def2-TZVPD",
  "multiplicity": 1,
  "lumo_ev": [-10.4, -10.6],
  "charge": 3,
  "e_tot_ev": -70852.0465,
  "max_force_ev_per_a": 6.37,
  "de_lowest_ev": 0.9263,
  "homo_lumo_gap_ev": [5.706, 5.404],
  "species": ["C", "C", "C", "C", "C", "H", "H", "H", "N", "P", "P", "C", "H", "H", "C", "H", "C", "C", "C", "C", "C", "H", "H", "H", "C", "H", "H", "H", "C", "H", "H", "H", "C", "H", "H", "H", "C", "H", "H", "H", "C", "H", "H", "H", "C", "H", "H", "H", "C", "H", "H", "H", "C", "H", "H", "H", "C", "H", "H", "H", "C", "H", "H", "H", "C", "H", "H", "H", "Sn", "C", "O", "N", "C", "C", "C", "C", "C", "H", "C", "H", "C", "H", "H", "H", "N", "N", "N", "C", "N", "N", "H", "H", "H"],
  "positions_angstrom": [[-1.638, -1.553, -1.894], [0.626, -2.149, -1.610], [-1.811, -2.426, -2.969], [0.453, -3.161, -2.598], [-0.765, -3.316, -3.243], [-2.750, -2.394, -3.514], [1.316, -3.781, -2.849], [-0.929, -4.119, -3.957], [-0.531, -1.587, -1.142], [-2.770, -0.182, 0.252], [2.647, -0.627, -0.037], [-2.674, -0.488, -1.552], [-2.381, 0.462, -2.038], [-3.665, -0.750, -1.958], [1.926, -1.688, -1.233], [2.721, -2.316, -1.675], [4.122, 0.147, -1.058], [3.248, -1.419, 1.686], [-3.575, 1.500, 0.435], [-3.690, -1.718, 0.839], [4.079, 1.653, -0.750], [4.260, 1.871, 0.313], [4.854, 2.157, -1.346], [3.110, 2.079, -1.037], [5.481, -0.470, -0.707], [5.775, -0.311, 0.338], [5.514, -1.542, -0.938], [6.246, 0.016, -1.328], [3.890, -0.034, -2.561], [4.627, 0.585, -3.099], [4.003, -1.067, -2.901], [2.900, 0.321, -2.856], [4.074, -0.363, 2.439], [3.451, 0.504, 2.701], [4.434, -0.802, 3.382], [4.942, 0.006, 1.882], [2.040, -1.748, 2.586], [1.515, -0.829, 2.890], [1.325, -2.437, 2.112], [2.389, -2.231, 3.515], [4.025, -2.698, 1.379], [4.942, -2.514, 0.812], [4.319, -3.172, 2.327], [3.405, -3.417, 0.825], [-4.242, -1.415, 2.239], [-4.723, -2.331, 2.614], [-3.433, -1.155, 2.941], [-4.993, -0.613, 2.225], [-2.711, -2.910, 0.927], [-2.278, -3.164, -0.049], [-1.896, -2.731, 1.647], [-3.276, -3.786, 1.284], [-4.812, -2.096, -0.138], [-5.414, -2.890, 0.326], [-5.489, -1.264, -0.367], [-4.421, -2.500, -1.082], [-2.778, 2.540, -0.377], [-2.981, 2.470, -1.455], [-3.074, 3.546, -0.044], [-1.694, 2.444, -0.220], [-3.542, 1.886, 1.924], [-2.535, 1.779, 2.347], [-3.837, 2.943, 2.016], [-4.230, 1.278, 2.527], [-5.019, 1.429, -0.081], [-5.068, 1.158, -1.145], [-5.642, 0.736, 0.500], [-5.468, 2.428, 0.021], [-0.408, -0.532, 1.010], [-1.084, -1.222, 3.688], [-0.838, -1.523, 4.769], [0.375, 0.859, -0.476], [0.917, 0.869, -1.562], [0.867, 1.754, -2.725], [0.568, 3.104, -2.463], [1.056, 1.329, -4.056], [0.520, 4.027, -3.506], [0.352, 3.414, -1.435], [1.054, 2.268, -5.091], [1.190, 0.264, -4.266], [0.794, 3.613, -4.814], [0.261, 5.062, -3.291], [1.245, 1.951, -6.119], [0.802, 4.341, -5.619], [-0.753, 2.467, 5.645], [-0.098, 1.932, 4.554], [0.890, 2.658, 3.968], [0.924, 2.118, 2.754], [-0.025, 1.166, 2.579], [-0.764, 1.126, 3.706], [-1.261, 1.746, 6.128], [-0.099, 2.982, 6.217], [1.588, 2.456, 1.965]],
  "mulliken_charge": [-0.263, 0.254, -0.715, -1.073, -1.109, 0.637, 0.584, 0.496, 1.095, 0.367, 1.436, -1.124, 0.413, 0.862, -1.274, 0.780, 1.786, 1.839, 1.831, 1.947, -1.521, 0.312, 0.540, 0.270, -1.703, 0.320, 0.382, 0.471, -1.920, 0.589, 0.333, 0.359, -1.320, 0.136, 0.534, 0.189, -1.735, 0.046, 0.363, 0.745, -1.604, 0.338, 0.509, 0.355, -1.533, 0.552, 0.102, 0.348, -1.493, 0.296, 0.228, 0.657, -1.610, 0.535, 0.274, 0.374, -1.787, 0.351, 0.623, 0.228, -1.766, 0.456, 0.549, 0.294, -1.692, 0.364, 0.349, 0.505, -0.513, 0.326, -0.238, -0.253, 0.934, -0.181, -0.280, -0.101, -0.903, 0.361, -0.968, 0.522, -0.555, 0.464, 0.472, 0.462, -0.665, 0.773, -0.738, -0.680, 0.914, -0.278, 0.274, 0.318, 0.571]
}

Entry 4:
{
  "formula": "C32H50N8",
  "method": "wB97M-V/def2-TZVPD",
  "multiplicity": 1,
  "smiles": "c1cc[nH]c1.c1cc[nH]c1.c1cc[nH]c1.CCCC#N.CCCC#N.CCCC#N.CCCC#N.CCCC#N",
  "lumo_ev": 0.1,
  "e_tot_ev": -45910.3331,
  "max_force_ev_per_a": 5.90,
  "de_lowest_ev": 3.8305,
  "homo_lumo_gap_ev": 8.189,
  "species": ["C", "C", "C", "N", "C", "H", "H", "H", "H", "H", "C", "C", "C", "N", "C", "H", "H", "H", "H", "H", "C", "C", "C", "N", "C", "H", "H", "H", "H", "H", "C", "C", "C", "C", "N", "H", "H", "H", "H", "H", "H", "H", "C", "C", "C", "C", "N", "H", "H", "H", "H", "H", "H", "H", "C", "C", "C", "C", "N", "H", "H", "H", "H", "H", "H", "H", "C", "C", "C", "C", "N", "H", "H", "H", "H", "H", "H", "H", "C", "C", "C", "C", "N", "H", "H", "H", "H", "H", "H", "H"],
  "positions_angstrom": [[4.578, -4.324, 5.589], [4.099, -3.234, 4.820], [4.423, -3.490, 3.493], [5.039, -4.697, 3.397], [5.102, -5.265, 4.657], [4.451, -4.434, 6.656], [3.697, -2.304, 5.195], [4.042, -2.842, 2.717], [5.245, -5.126, 2.507], [5.531, -6.252, 4.751], [-2.302, -3.157, -3.832], [-2.682, -4.020, -4.901], [-3.433, -3.201, -5.811], [-3.772, -2.007, -5.096], [-2.973, -1.964, -4.023], [-1.700, -3.535, -3.020], [-2.450, -5.045, -5.151], [-3.847, -3.279, -6.806], [-4.384, -1.291, -5.461], [-2.913, -1.105, -3.371], [-2.439, 0.647, 5.611], [-3.550, -0.143, 5.421], [-3.997, -0.582, 6.670], [-3.131, -0.165, 7.552], [-2.117, 0.551, 6.913], [-1.832, 1.132, 4.860], [-4.001, -0.228, 4.443], [-4.827, -1.223, 6.927], [-3.151, -0.314, 8.551], [-1.419, 1.012, 7.596], [2.083, 1.494, 1.218], [1.509, 0.499, 0.209], [0.240, -0.203, 0.703], [-1.020, 0.552, 0.529], [-2.058, 1.093, 0.483], [3.011, 1.923, 0.842], [2.296, 1.091, 2.208], [1.404, 2.280, 1.549], [2.395, -0.133, 0.161], [1.336, 0.867, -0.802], [0.277, -0.352, 1.782], [0.065, -1.185, 0.265], [7.519, 0.120, -2.008], [7.313, 1.730, -2.275], [6.533, 2.004, -3.462], [6.109, 3.397, -3.469], [5.781, 4.454, -3.459], [8.389, -0.177, -1.423], [7.641, -0.420, -2.947], [6.644, -0.410, -1.632], [8.258, 2.272, -2.245], [6.724, 1.962, -1.387], [5.601, 1.439, -3.467], [7.032, 1.811, -4.412], [-2.282, -5.382, 2.722], [-0.942, -5.427, 3.436], [0.116, -6.207, 2.594], [-0.418, -6.995, 1.534], [-0.812, -7.571, 0.606], [-2.857, -6.308, 2.724], [-2.269, -4.963, 1.715], [-2.813, -4.680, 3.364], [-1.175, -5.904, 4.388], [-0.703, -4.380, 3.623], [0.707, -6.761, 3.323], [0.719, -5.381, 2.217], [-2.395, 3.322, -5.215], [-1.045, 2.637, -4.866], [-0.653, 1.657, -5.967], [0.577, 1.010, -5.653], [1.621, 0.526, -5.464], [-2.266, 3.876, -6.145], [-2.869, 4.051, -4.558], [-3.210, 2.616, -5.373], [-1.137, 2.139, -3.901], [-0.242, 3.372, -4.826], [-0.311, 2.163, -6.870], [-1.443, 0.945, -6.208], [-5.868, 7.635, -1.119], [-4.385, 7.637, -0.706], [-4.013, 6.303, -0.009], [-2.841, 6.364, 0.850], [-1.924, 6.383, 1.544], [-6.550, 7.826, -0.289], [-6.210, 6.882, -1.829], [-5.909, 8.625, -1.573], [-4.172, 8.448, -0.009], [-3.793, 7.775, -1.612], [-3.798, 5.667, -0.868], [-4.805, 5.870, 0.603]],
  "mulliken_charge": [-0.429, -0.378, -0.512, -0.039, -0.510, 0.384, 0.409, 0.471, 0.222, 0.386, -0.412, -0.382, -0.377, -0.042, -0.657, 0.424, 0.378, 0.367, 0.218, 0.484, -0.364, -0.455, -0.529, 0.018, -0.427, 0.456, 0.388, 0.371, 0.191, 0.349, -1.278, -0.282, -0.320, 0.198, -0.503, 0.323, 0.339, 0.365, 0.247, 0.346, 0.266, 0.303, -1.139, -0.373, -0.293, 0.109, -0.367, 0.337, 0.315, 0.302, 0.349, 0.224, 0.248, 0.286, -1.393, -0.318, -0.326, 0.331, -0.432, 0.375, 0.367, 0.414, 0.233, 0.305, 0.266, 0.171, -1.169, -0.262, -0.272, 0.127, -0.475, 0.310, 0.303, 0.293, 0.298, 0.285, 0.241, 0.319, -1.156, -0.414, -0.294, 0.137, -0.402, 0.348, 0.324, 0.342, 0.343, 0.287, 0.174, 0.311]
}